No. 1
# C30H82N7O8Pd

A molecular structure, C30H82N7O8Pd in a non-equilibrium geometry (wB97M-V/def2-TZVPD, OMol25).

Each line ends with the Löwdin spin population.
CARTESIAN COORDINATES (ANGSTROEM)
Pd: 26.452 13.265 -5.028  1.064
C: 24.864 10.567 -8.176  0.000
C: 24.422 10.944 -6.776  0.071
O: 25.430 11.458 -5.973  0.628
H: 25.740 9.921 -8.141  0.000
H: 25.168 11.462 -8.728  0.000
H: 24.032 10.158 -8.751  0.000
H: 23.963 10.081 -6.278  0.030
H: 23.617 11.681 -6.917  0.025
C: 24.202 7.881 -3.844  0.000
C: 25.297 8.462 -2.937  0.000
C: 25.909 7.455 -1.961  0.000
O: 25.262 7.430 -0.696  0.000
C: 23.990 6.806 -0.686  0.000
N: 26.379 8.999 -3.795  0.002
H: 23.465 7.317 -3.273  0.000
H: 24.653 7.145 -4.511  0.000
H: 23.759 8.683 -4.431  0.000
H: 24.893 9.251 -2.295  0.000
H: 26.918 7.699 -1.618  0.000
H: 25.943 6.457 -2.422  0.000
H: 23.263 7.478 -1.151  0.000
H: 23.670 6.621 0.337  0.000
H: 23.971 5.839 -1.198  0.000
H: 26.022 9.423 -4.644  0.002
H: 27.035 8.259 -4.012  0.000
C: 26.416 6.716 -7.562  0.000
C: 25.287 6.572 -8.612  0.000
C: 23.948 6.890 -7.943  0.000
O: 23.545 6.112 -6.827  0.000
C: 23.580 4.713 -7.062  0.000
N: 25.465 7.567 -9.681  0.000
H: 27.361 7.074 -7.980  0.000
H: 26.725 5.725 -7.203  0.000
H: 26.162 7.320 -6.692  0.000
H: 25.168 5.564 -9.011  0.000
H: 23.129 6.840 -8.673  0.000
H: 23.965 7.897 -7.509  0.000
H: 22.974 4.154 -6.352  0.000
H: 24.624 4.390 -7.032  0.000
H: 23.112 4.511 -8.036  0.000
H: 25.558 8.515 -9.326  0.000
H: 26.435 7.360 -9.922  0.000
C: 25.801 16.099 -8.396  0.001
C: 26.120 14.796 -7.673  0.001
C: 27.615 14.472 -7.566  0.002
O: 27.804 13.287 -6.830  0.061
C: 29.158 13.136 -6.399  0.002
N: 25.527 14.894 -6.299  0.035
H: 26.345 16.959 -7.992  0.000
H: 24.738 16.244 -8.574  0.000
H: 26.207 16.202 -9.414  0.000
H: 25.669 13.910 -8.129  0.000
H: 27.994 15.368 -7.048  0.000
H: 28.070 14.452 -8.558  0.001
H: 29.488 13.984 -5.799  0.001
H: 29.768 13.016 -7.305  0.001
H: 29.225 12.152 -5.950  0.000
H: 25.944 15.732 -5.888  0.004
H: 24.564 15.167 -6.483  0.003
C: 22.167 8.583 -11.035  0.000
C: 22.112 7.084 -11.300  0.000
C: 21.118 6.750 -12.411  0.000
O: 19.843 7.216 -12.064  0.000
C: 18.745 6.830 -12.848  0.000
N: 23.415 6.501 -11.632  0.000
H: 22.575 9.116 -11.894  0.000
H: 22.692 8.773 -10.100  0.000
H: 21.123 8.896 -10.955  0.000
H: 21.686 6.519 -10.456  0.000
H: 21.077 5.671 -12.616  0.000
H: 21.508 7.152 -13.359  0.000
H: 17.849 7.164 -12.326  0.000
H: 18.698 5.746 -12.970  0.000
H: 18.657 7.317 -13.825  0.000
H: 24.135 7.011 -11.112  0.000
H: 23.421 5.544 -11.298  0.000
C: 27.841 11.077 -1.380  0.002
C: 27.973 12.186 -2.402  0.010
C: 29.430 12.710 -2.467  0.001
O: 30.237 11.804 -3.197  0.000
C: 31.432 12.404 -3.644  0.000
N: 27.580 11.725 -3.766  0.036
H: 28.089 11.471 -0.394  0.000
H: 28.467 10.208 -1.585  0.000
H: 26.804 10.731 -1.368  0.000
H: 27.319 13.011 -2.106  0.005
H: 29.881 12.824 -1.483  0.000
H: 29.277 13.673 -2.974  0.001
H: 31.800 11.866 -4.522  0.000
H: 32.198 12.409 -2.868  0.000
H: 31.284 13.410 -4.054  0.000
H: 27.158 10.781 -3.701  0.003
H: 28.518 11.513 -4.120  0.002
C: 17.832 7.588 -9.316  0.000
C: 18.542 7.209 -8.017  0.000
C: 19.473 8.296 -7.551  0.000
O: 20.097 7.864 -6.345  0.000
C: 21.081 8.735 -5.867  0.001
N: 17.495 7.058 -7.000  0.000
H: 18.570 7.771 -10.099  0.000
H: 17.176 8.433 -9.113  0.000
H: 17.230 6.731 -9.623  0.000
H: 19.132 6.297 -8.187  0.000
H: 18.916 9.205 -7.300  0.000
H: 20.210 8.507 -8.338  0.000
H: 20.763 9.777 -5.818  0.000
H: 22.022 8.602 -6.426  0.001
H: 21.381 8.376 -4.879  0.000
H: 16.791 6.391 -7.300  0.000
H: 17.910 6.660 -6.161  0.000
C: 21.733 12.398 -9.923  0.000
C: 22.634 13.615 -9.817  0.000
C: 23.767 13.528 -10.820  0.000
O: 23.357 13.723 -12.120  0.000
C: 24.296 14.089 -13.082  0.000
N: 21.941 14.918 -9.853  0.000
H: 20.740 12.597 -9.498  0.000
H: 22.014 11.495 -9.383  0.000
H: 21.439 12.171 -10.951  0.000
H: 23.057 13.555 -8.806  0.000
H: 24.245 12.538 -10.697  0.000
H: 24.594 14.161 -10.445  0.000
H: 25.180 13.438 -13.066  0.000
H: 24.668 15.108 -12.902  0.000
H: 23.910 14.087 -14.098  0.000
H: 21.438 14.976 -10.739  0.000
H: 22.681 15.605 -9.994  0.000

Results
- M: 775.447 g/mol
- Energy above the lowest of the compared OMol25 structures with the same formula, charge and spin: 45.4 kcal per mole
- Orbital gap (alpha / beta): 7.94 / 5.58 eV
- LUMO level (alpha / beta): -2.440 / -4.795 eV
- E_HOMO (alpha / beta): -10.379 / -10.379 eV
- Charge: +1
- <S²>: 2.01
- Multiplicity: 3

---

No. 2
# C30H84F3O15

14 unconnected molecules or ions with the total composition C30H84F3O15 in a non-equilibrium geometry (wB97M-V/def2-TZVPD, OMol25).

Each line ends with the Mulliken charge.
CARTESIAN COORDINATES (ANGSTROEM)
C: -10.127 -15.164 3.016  0.668
O: -11.122 -14.549 3.812  -0.169
O: -10.269 -14.686 1.742  -0.204
C: -8.791 -14.750 3.684  0.271
F: -7.718 -15.346 3.155  -0.301
F: -8.506 -13.441 3.726  -0.197
F: -8.837 -15.178 4.990  0.135
C: -12.302 -15.260 4.003  0.152
C: -13.127 -14.667 5.122  -0.598
H: -12.497 -14.343 5.951  -0.291
H: -13.576 -13.722 4.789  0.355
H: -13.965 -15.309 5.386  0.447
H: -12.072 -16.281 4.356  -0.130
H: -12.918 -15.494 3.126  -0.212
H: -10.220 -16.258 3.027  -0.454
C: -15.599 -16.852 1.287  -1.164
C: -15.752 -15.652 2.199  0.306
O: -16.169 -16.174 3.497  -0.533
H: -16.549 -17.336 1.055  0.382
H: -14.964 -17.657 1.651  0.287
H: -15.145 -16.476 0.365  0.224
H: -16.436 -14.851 1.923  0.427
H: -14.763 -15.219 2.365  -0.132
H: -16.792 -15.553 3.883  0.272
C: -10.658 -19.001 2.203  -1.216
C: -9.144 -18.710 2.201  0.340
O: -8.622 -19.328 3.384  -0.459
H: -10.869 -20.030 1.917  0.445
H: -11.205 -18.347 1.515  0.245
H: -11.163 -18.789 3.148  0.260
H: -8.896 -17.653 2.124  -0.207
H: -8.790 -19.180 1.281  0.480
H: -7.993 -20.001 3.114  0.233
C: -6.527 -15.393 7.395  -0.168
C: -5.956 -14.046 7.076  -0.239
O: -4.593 -13.986 7.553  -0.591
H: -7.304 -15.570 6.652  -0.475
H: -6.982 -15.362 8.386  0.441
H: -5.764 -16.166 7.376  0.228
H: -6.556 -13.208 7.444  0.287
H: -5.878 -13.867 5.996  0.161
H: -4.274 -13.087 7.428  0.310
C: -13.604 -11.512 7.040  -0.299
C: -14.425 -10.228 7.163  -0.471
O: -13.519 -9.160 7.434  -0.541
H: -14.174 -12.443 6.972  -0.009
H: -12.850 -11.725 7.803  0.183
H: -12.964 -11.462 6.155  0.315
H: -15.135 -10.306 7.989  0.286
H: -14.853 -9.981 6.194  0.265
H: -13.378 -9.012 8.370  0.284
C: -6.138 -9.291 3.904  -1.111
C: -6.858 -9.787 2.640  -0.035
O: -6.518 -8.884 1.593  -0.560
H: -6.153 -10.061 4.678  0.220
H: -6.477 -8.317 4.263  0.297
H: -5.096 -9.058 3.661  0.402
H: -7.926 -9.895 2.812  0.315
H: -6.462 -10.774 2.389  0.157
H: -5.598 -8.967 1.340  0.314
C: -9.480 -12.240 6.406  -0.295
C: -9.949 -10.824 6.782  -0.443
O: -10.208 -10.192 5.531  -0.489
H: -8.524 -12.081 5.910  0.144
H: -10.206 -12.873 5.901  -0.087
H: -9.266 -12.803 7.323  0.307
H: -9.155 -10.319 7.335  0.411
H: -10.849 -10.977 7.381  0.138
H: -10.522 -9.301 5.726  0.263
C: -9.375 -17.379 6.337  -0.565
C: -8.898 -18.730 6.866  -0.524
O: -9.636 -19.798 6.296  -0.612
H: -10.457 -17.232 6.315  0.321
H: -8.973 -17.174 5.343  0.515
H: -9.024 -16.567 6.982  -0.116
H: -9.061 -18.740 7.944  0.381
H: -7.820 -18.736 6.678  0.079
H: -9.669 -19.596 5.352  0.326
C: -5.118 -17.242 4.842  -0.302
C: -3.786 -17.172 5.581  -0.349
O: -3.469 -18.458 6.135  -0.548
H: -5.843 -17.545 5.600  -0.303
H: -5.107 -17.932 4.005  0.510
H: -5.363 -16.219 4.555  0.135
H: -3.743 -16.414 6.364  0.263
H: -3.051 -16.899 4.813  0.330
H: -2.720 -18.326 6.723  0.299
C: -14.240 -13.993 -1.112  -1.454
C: -12.849 -14.492 -0.792  0.423
O: -12.193 -13.492 -0.053  -0.595
H: -14.772 -13.613 -0.232  0.287
H: -14.936 -14.710 -1.554  0.388
H: -14.239 -13.121 -1.772  0.358
H: -12.381 -14.673 -1.768  0.180
H: -12.867 -15.451 -0.269  0.022
H: -11.519 -13.903 0.520  0.341
C: -6.615 -11.488 -0.750  -1.313
C: -7.844 -12.079 -0.045  0.267
O: -7.554 -13.431 0.234  -0.521
H: -5.753 -11.788 -0.150  0.260
H: -6.658 -10.405 -0.840  0.328
H: -6.492 -11.958 -1.726  0.398
H: -8.755 -11.973 -0.651  0.259
H: -8.162 -11.552 0.861  0.033
H: -8.303 -13.780 0.755  0.093
C: -8.493 -16.521 -2.509  -1.414
C: -8.829 -15.858 -1.179  0.316
O: -9.843 -16.592 -0.527  -0.645
H: -7.745 -15.965 -3.071  0.363
H: -9.413 -16.391 -3.089  0.297
H: -8.346 -17.595 -2.386  0.327
H: -9.357 -14.927 -1.431  0.122
H: -7.943 -15.663 -0.572  0.198
H: -10.035 -16.128 0.313  0.179
C: -11.573 -15.496 8.592  -0.342
C: -12.176 -15.192 9.961  -0.538
O: -11.243 -14.451 10.712  -0.523
H: -10.710 -16.151 8.665  0.264
H: -11.351 -14.537 8.119  -0.028
H: -12.361 -15.868 7.933  0.285
H: -12.572 -16.100 10.432  0.387
H: -13.119 -14.668 9.743  0.227
H: -11.526 -14.409 11.630  0.289
C: -16.577 -14.998 7.835  -0.868
C: -16.999 -13.550 7.978  0.094
O: -17.692 -13.199 6.791  -0.516
H: -17.437 -15.583 7.504  0.348
H: -16.235 -15.437 8.776  0.354
H: -15.756 -15.228 7.154  0.023
H: -16.169 -12.851 8.117  -0.002
H: -17.691 -13.456 8.822  0.367
H: -18.153 -12.361 6.849  0.263

Results
- M: 741.981 g/mol
- Energy above the lowest of the compared OMol25 structures with the same formula, charge and spin: 54.2 kcal per mole
- Orbital gap: 7.41 eV
- LUMO level: 1.939 eV
- E_HOMO: -5.471 eV
- Charge: -1
- Multiplicity: 1

---

Q: Among the records above, which one has the highest energy above the lowest of the compared OMol25 structures with the same formula, charge and spin?
A: C30H84F3O15

---

Q: Which value of charge does entry 1 give?
A: +1

---

Q: Which of these has the lowest multiplicity?
A: C30H84F3O15

---

Q: Which of these has the lowest multiplicity?
A: C30H84F3O15